Entry 1:
{"formula": "C19H18KNO7P", "method": "the ωB97M-V functional and the def2-TZVPD basis", "species": ["C", "C", "O", "C", "C", "C", "C", "C", "C", "C", "O", "N", "O", "C", "C", "C", "O", "C", "C", "C", "P", "O", "O", "C", "C", "C", "C", "O", "H", "H", "H", "H", "H", "H", "H", "H", "H", "H", "H", "H", "H", "H", "H", "H", "H", "H", "K"], "positions_angstrom": [[5.8018, -0.5536, 0.4816], [4.2855, -0.5432, 0.4956], [3.8098, -0.7325, -0.8266], [2.7350, 0.1054, -1.1966], [1.9087, -0.6016, -2.2766], [0.6728, -1.2415, -1.6859], [0.6385, -2.6160, -1.6650], [-0.4312, -3.3014, -1.1046], [-1.4890, -2.5889, -0.5661], [-2.7117, -3.3447, 0.0813], [-2.6049, -4.7649, -0.0128], [-3.0312, -5.3095, 1.2829], [-4.1709, -5.2656, 1.4250], [-1.5229, -1.1853, -0.6055], [-0.4067, -0.5282, -1.1820], [-0.4324, 0.9767, -1.2103], [0.2642, 1.6226, -1.9375], [-1.3484, 1.6771, -0.2803], [-1.1101, 3.0141, 0.0188], [-1.9842, 3.6812, 0.8676], [-1.7639, 5.4589, 1.3141], [-1.8704, 5.2783, 2.9280], [-0.1425, 5.6181, 1.1338], [-3.0897, 3.0065, 1.3916], [-3.3225, 1.6727, 1.1013], [-2.4374, 1.0018, 0.2591], [-2.6746, -0.4035, -0.0869], [-3.7606, -0.8992, 0.0477], [6.1844, -0.7491, 1.4795], [6.1089, -1.3738, -0.1569], [6.1981, 0.3875, 0.1209], [3.9187, 0.3869, 0.9301], [3.9361, -1.3598, 1.1334], [3.0641, 1.0928, -1.5181], [2.1103, 0.2658, -0.3137], [1.6142, 0.1207, -3.0217], [2.5134, -1.3693, -2.7423], [1.4630, -3.1492, -2.1078], [-0.4346, -4.3800, -1.1135], [-2.7617, -3.0710, 1.1809], [-3.6377, -2.9906, -0.3433], [-0.2547, 3.5042, -0.4171], [-1.1014, 5.6719, 3.3627], [0.0510, 5.8825, 0.2277], [-3.7694, 3.5418, 2.0384], [-4.1870, 1.1730, 1.5057], [-0.8264, -2.8182, 1.5633]], "total_charge": 1, "e_tot_ev": -61422.285, "e_homo_ev": -11.12, "fmax_ev_per_a": 5.549, "orbital_gap_ev": 6.841}

=====

Entry 2:
{"formula": "C31H22F3N2O5OsS2Sb", "method": "the ωB97M-V functional and the def2-TZVPD basis", "species": ["Os", "O", "C", "O", "C", "C", "C", "C", "C", "C", "N", "C", "C", "C", "C", "C", "C", "N", "H", "H", "H", "H", "H", "H", "H", "H", "H", "H", "F", "C", "C", "C", "C", "C", "C", "Sb", "C", "C", "C", "C", "F", "C", "C", "C", "C", "C", "C", "F", "C", "C", "H", "H", "H", "H", "H", "H", "H", "H", "H", "H", "H", "H", "O", "S", "O", "O", "S"], "positions_angstrom": [[-0.7912, 0.5040, 1.1326], [-1.3352, 8.4695, -0.5601], [-1.2994, 7.7994, 0.6638], [-1.0331, 8.3866, 1.6636], [-1.4081, 6.2634, 0.6273], [-1.2111, 5.5522, -0.5702], [-1.3939, 4.1734, -0.7013], [-1.8590, 3.4880, 0.4439], [-2.0356, 4.1410, 1.6442], [-1.6790, 5.5238, 1.7635], [-2.0399, 2.0656, 0.3567], [-3.0566, 1.5832, -0.4187], [-3.3862, 0.2132, -0.2361], [-4.3175, -0.5738, -0.9229], [-4.4882, -1.8740, -0.6209], [-3.6984, -2.4286, 0.4266], [-2.8223, -1.6447, 1.1110], [-2.5024, -0.3906, 0.6681], [-1.6424, 7.8460, -1.2335], [-1.0372, 6.1269, -1.4875], [-1.0153, 3.5784, -1.4871], [-2.4519, 3.6571, 2.5257], [-1.5023, 6.0106, 2.6985], [-3.6140, 2.2322, -1.1259], [-5.0077, -0.1003, -1.6385], [-5.1892, -2.5628, -1.1377], [-3.9351, -3.4099, 0.8238], [-2.4069, -2.0065, 2.0152], [-0.0633, -3.9555, -5.4276], [0.0151, -3.4683, -4.1872], [0.0768, -4.2829, -3.0545], [0.2988, -3.6033, -1.8220], [0.3915, -2.2071, -1.7564], [0.3022, -1.4503, -2.8975], [0.1216, -2.0807, -4.1407], [0.8064, -1.3811, 0.1640], [1.2719, -3.1404, 1.3150], [0.2003, -3.9175, 1.7271], [0.3117, -4.8956, 2.7847], [1.6034, -5.1642, 3.2325], [1.7906, -5.9811, 4.2864], [2.6783, -4.3178, 2.8712], [2.5401, -3.3366, 1.8651], [2.7349, -0.8882, -0.4841], [3.3059, -1.1719, -1.7172], [4.4407, -0.5485, -2.1744], [5.0656, 0.4275, -1.3610], [6.2279, 1.0333, -1.7855], [4.4446, 0.8089, -0.1778], [3.2941, 0.1063, 0.2764], [-0.2348, -5.3732, -3.0510], [0.5702, -4.2226, -0.9731], [0.3495, -0.3544, -2.8471], [0.1258, -1.6218, -5.1405], [-0.7488, -3.8666, 1.2076], [-0.5498, -5.3756, 3.1938], [3.6021, -4.4799, 3.4472], [3.3709, -2.8499, 1.4162], [2.9568, -2.0372, -2.3117], [4.8265, -0.7214, -3.1962], [4.8896, 1.5773, 0.4552], [2.8972, 0.3956, 1.2836], [2.4303, 2.2184, 2.7686], [0.9695, 2.0995, 2.5025], [0.7911, 1.8973, 0.9427], [0.2059, 3.2131, 3.1101], [-0.1519, 0.2933, 3.2314]], "total_charge": 2, "e_tot_ev": -84527.257, "s2": 6.040, "e_homo_ev": [-14.35, -14.47], "fmax_ev_per_a": 6.480, "spin_multiplicity": 5, "orbital_gap_ev": [5.686, 4.459]}

=====

Entry 3:
{"formula": "C31H34Cl2FeNO8Si", "method": "the ωB97M-V functional and the def2-TZVPD basis", "species": ["Fe", "C", "O", "C", "C", "O", "C", "C", "O", "C", "H", "H", "H", "H", "H", "H", "H", "H", "H", "H", "H", "H", "H", "H", "Cl", "C", "C", "C", "Cl", "C", "C", "C", "C", "N", "C", "C", "O", "H", "H", "H", "H", "O", "C", "O", "C", "C", "C", "C", "O", "C", "O", "C", "C", "H", "H", "H", "H", "H", "C", "Si", "C", "C", "C", "C", "C", "C", "C", "H", "H", "H", "H", "H", "H", "H", "H", "H", "H", "H"], "positions_angstrom": [[-0.7837, 0.2959, -0.8550], [0.2079, -0.6571, -3.7117], [0.5437, 0.2528, -2.6780], [1.8838, 0.7023, -2.7259], [2.9176, -0.3647, -2.4014], [2.8823, -0.7927, -1.0600], [3.5980, 0.0631, -0.1941], [3.2747, -0.2865, 1.2408], [3.5716, -1.6232, 1.6035], [4.9463, -1.9047, 1.6446], [0.6477, -0.3274, -4.6597], [-0.8746, -0.6531, -3.7956], [0.5538, -1.6698, -3.4846], [1.9571, 1.5257, -2.0184], [2.0936, 1.0931, -3.7319], [3.9109, 0.0380, -2.6516], [2.7598, -1.2494, -3.0211], [3.3100, 1.1090, -0.3416], [4.6756, -0.0256, -0.4005], [2.2075, -0.1447, 1.3992], [3.8151, 0.4108, 1.8983], [5.4782, -1.1977, 2.2956], [5.4088, -1.8765, 0.6519], [5.0596, -2.9096, 2.0482], [-4.7075, -1.1671, -3.6038], [-3.5669, -2.1180, -2.6961], [-3.7473, -3.5016, -2.6194], [-2.8867, -4.2877, -1.9034], [-3.1655, -6.0122, -1.8194], [-1.7821, -3.7215, -1.2282], [-0.8175, -4.4373, -0.4835], [0.2094, -3.7564, 0.1057], [0.2814, -2.3579, -0.0132], [-0.6110, -1.6624, -0.6829], [-1.6261, -2.3247, -1.3047], [-2.5275, -1.4625, -2.0313], [-2.3115, -0.2031, -2.0345], [-4.5884, -3.9501, -3.1310], [-0.9071, -5.5109, -0.3888], [0.9693, -4.2707, 0.6786], [1.0857, -1.8007, 0.4440], [-0.7318, 2.3506, -0.9850], [0.2732, 2.3663, -0.2340], [0.7922, 1.2873, 0.1708], [0.8775, 3.6722, 0.1821], [0.3926, 4.8572, -0.3531], [0.9348, 6.0938, 0.0061], [1.9599, 6.0736, 0.9186], [2.6811, 7.1339, 1.4174], [3.4398, 6.5833, 2.4894], [3.4867, 5.1752, 2.3112], [2.4415, 4.8936, 1.4562], [1.9273, 3.6732, 1.1105], [-0.4274, 4.7948, -1.0553], [0.5663, 7.0225, -0.4068], [2.9453, 6.8163, 3.4403], [4.4506, 6.9868, 2.4603], [2.2850, 2.7430, 1.5295], [-1.3435, 0.9023, 2.6400], [-2.1684, 0.3871, 0.9934], [-3.6440, 1.5761, 0.8124], [-2.9734, -1.3017, 1.4034], [-2.3490, -2.2290, 2.2443], [-2.8376, -3.5196, 2.4102], [-3.9812, -3.9239, 1.7357], [-4.6312, -3.0204, 0.9044], [-4.1324, -1.7343, 0.7465], [-2.0350, 0.8558, 3.4875], [-0.9730, 1.9291, 2.5570], [-0.4767, 0.2748, 2.8686], [-4.3224, 1.5451, 1.6709], [-4.2124, 1.3435, -0.0918], [-3.2717, 2.5981, 0.6980], [-1.4472, -1.9414, 2.7767], [-2.3181, -4.2152, 3.0608], [-4.3572, -4.9342, 1.8475], [-5.5203, -3.3250, 0.3633], [-4.6459, -1.0538, 0.0741]], "total_charge": -1, "e_tot_ev": -117881.182, "e_homo_ev": [-3.78, -3.78], "fmax_ev_per_a": 0.120, "relative_energy_kcal_mol": 0.0, "orbital_gap_ev": [6.144, 6.143]}